1) DFT (ωB97M-V/def2-TZVPD) results for the molecule C17H21NO7.

The calculation puts the HOMO energy at -0.2936 hartree. The spin multiplicity is 1. The value obtained for the gap between HOMO and LUMO is 8.79 eV.

CARTESIAN COORDINATES (ANGSTROEM)
C (5.55012, 0.61497, -1.83851)
C (4.88879, 1.51214, -0.79543)
H (4.37925, 2.35809, -1.27352)
H (5.64835, 1.90898, -0.11594)
O (4.00502, 0.80496, 0.04888)
C (2.77918, 0.44206, -0.40436)
C (2.22850, 0.78646, -1.62804)
C (0.95417, 0.36611, -1.96901)
C (0.21733, -0.42439, -1.10211)
C (0.75154, -0.76056, 0.14522)
C (2.01646, -0.33491, 0.50568)
O (2.64957, -0.61468, 1.67218)
C (1.97276, -1.29630, 2.71043)
C (1.00961, -0.40198, 3.48383)
H (0.61922, -0.94645, 4.33940)
H (0.17545, -0.08365, 2.86510)
H (1.53750, 0.48019, 3.83737)
H (1.45765, -2.18473, 2.32338)
H (2.77928, -1.63072, 3.37027)
H (0.15005, -1.30607, 0.85504)
C (-1.14055, -0.84228, -1.52647)
O (-1.84067, -0.16699, -2.25890)
N (-1.52995, -2.07658, -1.08785)
H (-0.97070, -2.53087, -0.38291)
C (-2.90642, -2.51326, -1.20656)
C (-3.63249, -1.86107, -0.03395)
O (-3.84739, -2.36520, 1.03266)
O (-3.87678, -0.58767, -0.35156)
C (-4.05842, 0.36671, 0.69217)
C (-4.60360, 1.64790, 0.08506)
H (-5.08681, 2.25206, 0.85270)
H (-5.30095, 1.44696, -0.72343)
C (-3.31841, 2.31400, -0.41844)
H (-3.04705, 1.94794, -1.41470)
H (-3.34919, 3.40334, -0.41071)
O (-2.29471, 1.90160, 0.48495)
C (-2.62681, 0.78432, 1.11081)
O (-1.89934, 0.17421, 1.83836)
H (-4.62702, -0.07104, 1.51677)
H (-2.96347, -3.59974, -1.15724)
H (-3.29998, -2.12836, -2.14929)
H (0.52462, 0.64078, -2.91970)
H (2.77928, 1.39242, -2.32936)
H (4.81001, 0.18768, -2.51050)
H (6.07277, -0.19871, -1.34229)
H (6.26423, 1.19231, -2.41945)


2) DFT (ωB97M-V/def2-TZVPD) results for the molecule C17H21NO7.

The calculation puts the HOMO energy at -0.3014 hartree. The spin multiplicity is 1. The value obtained for the gap between HOMO and LUMO is 8.88 eV.

CARTESIAN COORDINATES (ANGSTROEM)
C (5.14739, -2.98128, -1.45664)
C (5.60173, -2.31607, -0.16013)
H (6.68866, -2.19593, -0.16842)
H (5.33028, -2.92748, 0.70961)
O (5.10983, -0.99927, -0.02192)
C (3.81693, -0.79004, 0.32830)
C (2.90198, -1.76767, 0.68747)
C (1.60323, -1.43738, 1.04241)
C (1.19987, -0.11179, 1.04660)
C (2.12087, 0.88295, 0.70651)
C (3.41524, 0.56981, 0.34441)
O (4.38647, 1.45729, 0.00894)
C (4.08028, 2.83557, -0.05811)
C (3.33148, 3.21169, -1.33373)
H (3.90855, 2.90463, -2.20237)
H (3.18573, 4.28787, -1.36785)
H (2.36134, 2.72325, -1.37438)
H (3.52084, 3.15256, 0.83023)
H (5.05721, 3.32720, -0.04495)
H (1.77184, 1.90224, 0.74574)
C (-0.16200, 0.33948, 1.42000)
O (-0.40531, 1.47764, 1.77908)
N (-1.13561, -0.61754, 1.37280)
H (-0.97134, -1.45293, 0.83267)
C (-2.51317, -0.25544, 1.56483)
C (-3.31301, -0.45055, 0.29207)
O (-2.88994, -0.96176, -0.70794)
O (-4.55838, 0.01551, 0.44325)
C (-5.46657, -0.14704, -0.64775)
C (-6.11791, 1.17601, -1.03010)
H (-6.33950, 1.18649, -2.09649)
H (-5.48188, 2.02319, -0.78564)
C (-7.40984, 1.17038, -0.20296)
H (-7.28176, 1.68815, 0.75304)
H (-8.26387, 1.59587, -0.73197)
O (-7.70624, -0.19365, 0.06973)
C (-6.65750, -0.98759, -0.13179)
O (-6.65305, -2.16166, 0.07599)
H (-4.94219, -0.65255, -1.46524)
H (-2.53807, 0.79782, 1.86523)
H (-2.97486, -0.85640, 2.35725)
H (0.93208, -2.22824, 1.34006)
H (3.19050, -2.80659, 0.70314)
H (4.06556, -3.08516, -1.48357)
H (5.59958, -3.96562, -1.54187)
H (5.45453, -2.37599, -2.30554)


Least stable of them? 1).